Computed, not measured: one molecule with the formula C4H6N2O5 at a distorted geometry, with ωB97M-V with the def2-TZVPD basis set.

Element x y z (Å)
C (-1.13288, -0.78335, 1.10681)
C (-0.73289, 0.05575, -0.78715)
C (0.26762, -0.33264, 0.32983)
C (-0.35736, 1.38674, -1.42837)
N (1.04656, 0.81276, 0.87780)
N (1.22129, -1.44151, 0.33538)
O (0.94026, 1.00041, 2.04030)
O (1.78915, 1.36662, 0.11919)
O (1.09877, -2.20379, 1.30346)
O (1.93725, -1.56779, -0.64249)
O (-1.81670, -0.04150, 0.07077)
H (-1.27301, -1.90050, 0.96695)
H (-1.26246, -0.46146, 2.11503)
H (-0.80921, -0.79480, -1.42671)
H (-0.53232, 2.26648, -0.82066)
H (-0.99942, 1.41723, -2.28505)
H (0.61535, 1.22136, -1.87509)

Force components x, y, z for each atom (eV/Å):
2.3 -0.2 -2.6
2.4 0.1 0.5
-3.0 -0.9 2.1
-1.5 -1.6 -1.2
0.0 -1.0 -0.6
-0.2 -1.7 -0.4
-0.3 0.8 2.3
0.7 0.5 -0.5
1.0 0.9 -1.4
-0.1 -0.1 0.9
-1.6 0.7 1.5
0.2 1.3 0.3
-0.3 0.4 0.5
0.4 -0.3 -1.4
0.4 -0.1 0.2
-0.7 0.6 -0.6
0.3 0.6 0.4

Its molar mass is 162.10 g/mol. Its charge is 0. Its SMILES is C[C@@H]1OCC1([N+](=O)[O-])[N+](=O)[O-]. For the strongest force on any atom, the calculation gives 3.8 eV/A. Its relative energy (zero: lowest compared OMol25 entry of this formula, charge and spin) is 52.13 kcal per mole. For the HOMO-LUMO gap, the calculation gives 10.021 eV. Its multiplicity is 1.

Here are the Löwdin charges for atoms 1 to 8, given in e:
1. C 0.01
2. C -0.30
3. C -0.18
4. C 0.00
5. N -0.35
6. N -0.31
7. O 0.15
8. O 0.12

---

Computed, not measured: one molecule with the formula C4H6N2OS at a distorted geometry, with ωB97M-V with the def2-TZVPD basis set.

Element x y z (Å)
C (-0.47699, -0.95062, -0.13707)
C (-0.68037, 1.48522, -0.41372)
C (-0.56781, 0.16457, -1.18460)
C (0.81983, 0.43045, 1.08570)
N (0.22963, -0.81394, 0.90153)
N (0.10685, 1.56160, 0.59624)
O (1.03416, 0.83507, 2.73721)
S (2.57201, 0.46088, 0.51719)
H (-1.00888, -1.84827, -0.40983)
H (-1.34856, 2.13874, -0.81616)
H (0.50402, -0.06444, -1.58179)
H (-1.29287, -0.12619, -2.01039)
H (0.16466, 0.63596, 3.02427)
H (3.01155, -0.29157, 1.54400)

Force components x, y, z for each atom (eV/Å):
-0.3 1.1 -0.7
3.9 -4.6 0.6
0.8 -1.8 -0.6
1.8 2.5 2.6
-0.9 -1.3 0.7
-1.7 1.6 -0.4
0.6 -1.3 -4.4
-0.5 0.0 0.1
0.2 -0.6 0.5
-1.5 2.6 -0.3
-1.5 1.2 0.0
0.8 0.8 1.2
-1.5 -0.3 0.8
-0.2 0.0 -0.2

Its molar mass is 130.17 g/mol. Its charge is 0. Its SMILES is OC1(S)N=CCC=N1. For the strongest force on any atom, the calculation gives 6.1 eV/A. Its relative energy (zero: lowest compared OMol25 entry of this formula, charge and spin) is 92.25 kcal per mole. For the HOMO-LUMO gap, the calculation gives 9.519 eV. Its multiplicity is 1.

Here are the Löwdin charges for atoms 1 to 8, given in e:
1. C -0.15
2. C -0.08
3. C -0.13
4. C -0.79
5. N 0.07
6. N 0.07
7. O -0.13
8. S 0.79

---

Computed, not measured: a 2-piece molecular cluster, C4H6N2OS overall at a distorted geometry, with ωB97M-V with the def2-TZVPD basis set.

Element x y z (Å)
C (-0.93255, 1.11905, 0.05470)
C (1.16789, -1.15048, 0.74002)
C (-0.85768, 2.29217, 0.99031)
C (1.36173, -2.00100, -0.37489)
N (-1.38484, 0.33330, -0.64459)
N (0.94702, -0.43557, 1.67370)
O (-1.76539, -0.56849, -1.37523)
S (1.37012, -1.00879, -1.97932)
H (0.12992, 2.51570, 1.25942)
H (-1.33861, 3.14080, 0.58228)
H (-1.61571, 2.11750, 1.77078)
H (2.30862, -2.59155, -0.05266)
H (0.61061, -2.82298, -0.60464)
H (-0.00113, -0.93966, -2.03988)

Force components x, y, z for each atom (eV/Å):
-0.3 1.7 0.8
-2.2 3.6 5.0
-2.0 -1.7 -0.5
0.9 -2.3 -1.4
-0.1 -0.3 -0.1
1.2 -3.0 -3.9
-0.1 -0.2 -0.2
0.2 -0.6 0.7
1.1 0.1 0.8
0.0 1.0 -1.3
1.1 -0.5 0.5
-1.1 1.1 -1.5
0.6 1.3 1.0
0.6 -0.2 0.1

Its molar mass is 130.17 g/mol. Its charge is 0. Its SMILES is CC#[N+][O-].N#CCS. For the strongest force on any atom, the calculation gives 6.5 eV/A. Its relative energy (zero: lowest compared OMol25 entry of this formula, charge and spin) is 118.58 kcal per mole. For the HOMO-LUMO gap, the calculation gives 10.226 eV. Its multiplicity is 1.

Here are the Löwdin charges for atoms 1 to 8, given in e:
1. C -0.03
2. C -0.33
3. C -0.03
4. C -0.52
5. N -0.14
6. N 0.15
7. O -0.07
8. S 0.68

---

Computed, not measured: one molecule with the formula C4H6N2OS at a distorted geometry, with ωB97M-V with the def2-TZVPD basis set.

Element x y z (Å)
C (1.94522, -0.01452, 0.21404)
C (1.30062, 1.21608, 0.52565)
C (0.85215, -0.88149, 0.09588)
C (-1.59561, -0.43765, 0.02878)
N (0.03214, 1.05250, 0.72041)
N (-0.29166, -0.18375, 0.44569)
O (-2.46747, 0.49284, 0.40774)
S (-1.58615, -0.31827, -2.16802)
H (2.97280, -0.33384, 0.28271)
H (1.86306, 2.14023, 0.69331)
H (0.94766, -1.93292, -0.11619)
H (-1.85198, -1.49865, 0.06317)
H (-1.90110, 1.25614, 0.87757)
H (-0.21968, -0.55670, -2.07074)

Force components x, y, z for each atom (eV/Å):
-2.5 -1.0 0.1
2.3 0.0 0.8
1.5 0.3 0.7
-0.8 -0.2 -3.0
-1.1 2.8 -0.1
2.5 -1.8 -0.6
1.0 1.6 2.2
1.5 -0.4 2.0
0.0 0.4 -0.5
-0.8 -0.2 0.1
-0.7 -0.1 0.0
-0.3 0.5 0.5
-1.4 -2.0 -1.6
-1.2 0.2 -0.5

Its molar mass is 130.17 g/mol. Its charge is 0. Its SMILES is O[C@@H](S)n1cccn1. For the strongest force on any atom, the calculation gives 3.2 eV/A. Its relative energy (zero: lowest compared OMol25 entry of this formula, charge and spin) is 75.32 kcal per mole. For the HOMO-LUMO gap, the calculation gives 9.014 eV. Its multiplicity is 1.

Here are the Löwdin charges for atoms 1 to 8, given in e:
1. C -0.03
2. C -0.13
3. C -0.09
4. C -0.50
5. N 0.05
6. N -0.17
7. O -0.05
8. S 0.50

---

Computed, not measured: C4H6N2OS as an isolated structure at a distorted geometry, with ωB97M-V with the def2-TZVPD basis set.

Element x y z (Å)
C (1.27474, -0.74961, -0.37111)
C (0.74797, 1.30768, -1.00666)
C (1.94403, 0.64359, -0.70845)
C (-1.79977, -0.44015, 1.27427)
N (-0.01729, -0.30587, -0.25120)
N (-1.20610, -0.88102, 0.04992)
O (1.72489, -1.86924, -0.23985)
S (-0.00374, 2.34224, -1.91410)
H (2.31023, 0.83394, 0.31216)
H (2.84628, 0.56232, -1.34098)
H (-1.44990, 0.54745, 1.59216)
H (-2.89701, -0.06242, 1.17758)
H (-1.48918, -1.09866, 2.06433)
H (-1.98514, -0.83026, -0.63805)

Force components x, y, z for each atom (eV/Å):
0.8 -1.0 -0.7
-1.1 1.4 0.3
1.9 -3.4 1.8
-1.4 2.4 1.2
-1.5 -0.3 -0.5
-0.1 1.2 -1.2
-0.5 1.4 0.0
-0.8 0.3 -0.6
0.3 0.7 -0.1
-0.8 0.2 -0.3
0.9 0.0 -0.3
1.4 -2.0 0.1
-0.8 -0.5 0.6
1.6 -0.4 -0.4

Its molar mass is 130.17 g/mol. Its charge is 0. For the strongest force on any atom, the calculation gives 4.3 eV/A. Its relative energy (zero: lowest compared OMol25 entry of this formula, charge and spin) is 60.65 kcal per mole. For the HOMO-LUMO gap (alpha / beta), the calculation gives 7.051 / 6.921 eV. Its multiplicity is 3.

Here are the Löwdin charges for atoms 1 to 8, given in e:
1. C -0.46
2. C -0.73
3. C -0.18
4. C -0.10
5. N 0.02
6. N -0.03
7. O 0.08
8. S 0.72

---

Computed, not measured: one molecule with the formula C4H6N2OS4 at a distorted geometry, with ωB97M-V with the def2-TZVPD basis set.

Element x y z (Å)
C (0.94753, -1.33099, 0.06109)
C (1.93601, -0.43847, 0.05454)
C (1.62432, 1.01988, 0.14683)
C (-0.75820, 0.52677, -0.13954)
N (0.31755, 1.29124, 0.09532)
N (-0.34870, -1.04709, 0.13714)
O (2.50711, 1.85148, 0.28413)
S (3.59333, -0.99081, 0.13565)
S (-1.06474, 0.60154, -1.93984)
S (-2.19083, 1.04400, 0.89574)
S (-1.59327, -2.28591, 0.16876)
H (1.24998, -2.36032, 0.13004)
H (0.05293, 2.28579, 0.23900)
H (3.95953, 0.33016, 0.42556)
H (-0.63567, -0.58576, -2.30111)
H (-2.94065, 0.22380, 0.37546)
H (-1.60968, -2.20038, 1.43808)

Force components x, y, z for each atom (eV/Å):
1.4 -0.6 0.3
-0.3 0.9 -0.1
2.4 -2.0 -0.2
-1.3 -5.4 -0.7
0.4 4.5 2.3
-3.4 2.3 -0.5
-0.7 0.3 0.0
0.7 1.7 0.2
-1.5 0.8 -0.9
3.2 2.3 1.2
1.5 1.4 -1.8
-0.4 -0.5 -0.1
0.7 -0.8 -0.2
0.1 -1.2 -0.2
0.3 -0.7 0.1
-2.6 -2.6 -1.8
-0.5 -0.3 2.2

Its molar mass is 226.37 g/mol. Its charge is 0. Its SMILES is O=C1NC(S)(S)N(S)C=C1S. For the strongest force on any atom, the calculation gives 5.6 eV/A. Its relative energy (zero: lowest compared OMol25 entry of this formula, charge and spin) is 9.25 kcal per mole. For the HOMO-LUMO gap, the calculation gives 7.776 eV. Its multiplicity is 1.

Here are the Löwdin charges for atoms 1 to 8, given in e:
1. C -0.27
2. C -0.56
3. C -0.50
4. C -1.05
5. N -0.02
6. N -0.47
7. O 0.04
8. S 0.78

---

Computed, not measured: one molecule with the formula C4H6N2S at a distorted geometry, with ωB97M-V with the def2-TZVPD basis set.

Element x y z (Å)
N (1.10691, -1.23457, 0.31619)
S (2.72589, 0.53016, 1.57833)
C (1.55135, -0.02615, 0.41000)
C (0.85859, 0.87979, -0.52390)
C (0.00009, 0.09249, -1.21717)
N (0.21322, -1.17675, -0.68489)
C (-0.66402, -2.29931, -1.00067)
H (2.65123, -0.56846, 2.36529)
H (0.91592, 1.96086, -0.58590)
H (-0.75273, 0.39311, -1.94601)
H (-1.35851, -2.01244, -1.79041)
H (-1.19224, -2.62763, -0.11435)
H (-0.00694, -3.08118, -1.42133)

Force components x, y, z for each atom (eV/Å):
-0.5 -0.6 -0.8
0.2 -0.3 0.3
-0.7 2.7 -0.8
1.0 0.1 1.1
0.9 -1.1 1.5
-2.3 0.3 -1.6
1.4 -0.3 -0.4
0.0 0.3 -0.2
0.3 -0.3 0.0
0.3 -0.7 0.2
0.0 0.2 0.2
-0.1 -0.2 0.1
-0.6 -0.1 0.4

Its molar mass is 114.17 g/mol. Its charge is 0. Its SMILES is Cn1ccc(S)n1. For the strongest force on any atom, the calculation gives 2.9 eV/A. Its relative energy (zero: lowest compared OMol25 entry of this formula, charge and spin) is 27.68 kcal per mole. For the HOMO-LUMO gap, the calculation gives 9.172 eV. Its multiplicity is 1.

Here are the Löwdin charges for atoms 1 to 8, given in e:
1. N 0.06
2. S 0.77
3. C -0.74
4. C -0.09
5. C -0.07
6. N -0.23
7. C -0.03
8. H -0.12

---

Computed, not measured: one molecule with the formula C4H6N2S at a distorted geometry, with ωB97M-V with the def2-TZVPD basis set.

Element x y z (Å)
C (-0.86890, -1.57495, -1.30576)
C (0.84807, -1.80304, 1.11384)
C (-0.02552, 0.24548, 0.09302)
C (0.00483, 1.71871, 0.37515)
N (0.80388, -0.47814, 0.96199)
N (-0.79970, -0.33184, -0.89189)
S (1.62791, -3.05793, 0.45156)
H (-1.57759, -1.51953, -2.28188)
H (1.04759, 2.10855, -0.06374)
H (-0.85537, 2.21147, -0.15759)
H (-0.06332, 1.94124, 1.49523)
H (1.32285, 0.12234, 1.53078)
H (-1.46473, 0.41765, -1.32071)

Force components x, y, z for each atom (eV/Å):
-0.9 -0.3 -2.1
1.3 -2.5 -0.3
1.3 -0.3 2.0
1.0 0.7 -0.8
-2.5 0.3 -3.4
-1.8 2.3 -0.9
-0.8 1.5 0.9
1.1 -0.2 2.2
-2.3 -0.2 1.0
1.0 -0.2 0.6
0.1 -0.2 -1.6
0.9 0.6 1.4
1.6 -1.3 0.9

Its molar mass is 114.17 g/mol. Its charge is 0. For the strongest force on any atom, the calculation gives 4.2 eV/A. Its relative energy (zero: lowest compared OMol25 entry of this formula, charge and spin) is 157.87 kcal per mole. For the HOMO-LUMO gap (alpha / beta), the calculation gives 6.857 / 6.921 eV. Its multiplicity is 1.

Here are the Löwdin charges for atoms 1 to 8, given in e:
1. C -0.03
2. C -0.65
3. C -0.35
4. C -0.06
5. N -0.02
6. N -0.12
7. S 0.61
8. H 0.04

---

Look up the charge of the eighth one. 0

---

Among the records above, which one has the highest strongest force on any atom? number 3

---

Which of these has the highest strongest force on any atom? number 3

---

What did the fourth record say?
Computed, not measured: one molecule with the formula C4H6N2OS at a distorted geometry, with ωB97M-V with the def2-TZVPD basis set.

Element x y z (Å)
C (1.94522, -0.01452, 0.21404)
C (1.30062, 1.21608, 0.52565)
C (0.85215, -0.88149, 0.09588)
C (-1.59561, -0.43765, 0.02878)
N (0.03214, 1.05250, 0.72041)
N (-0.29166, -0.18375, 0.44569)
O (-2.46747, 0.49284, 0.40774)
S (-1.58615, -0.31827, -2.16802)
H (2.97280, -0.33384, 0.28271)
H (1.86306, 2.14023, 0.69331)
H (0.94766, -1.93292, -0.11619)
H (-1.85198, -1.49865, 0.06317)
H (-1.90110, 1.25614, 0.87757)
H (-0.21968, -0.55670, -2.07074)

Force components x, y, z for each atom (eV/Å):
-2.5 -1.0 0.1
2.3 0.0 0.8
1.5 0.3 0.7
-0.8 -0.2 -3.0
-1.1 2.8 -0.1
2.5 -1.8 -0.6
1.0 1.6 2.2
1.5 -0.4 2.0
0.0 0.4 -0.5
-0.8 -0.2 0.1
-0.7 -0.1 0.0
-0.3 0.5 0.5
-1.4 -2.0 -1.6
-1.2 0.2 -0.5

Its molar mass is 130.17 g/mol. Its charge is 0. Its SMILES is O[C@@H](S)n1cccn1. For the strongest force on any atom, the calculation gives 3.2 eV/A. Its relative energy (zero: lowest compared OMol25 entry of this formula, charge and spin) is 75.32 kcal per mole. For the HOMO-LUMO gap, the calculation gives 9.014 eV. Its multiplicity is 1.

Here are the Löwdin charges for atoms 1 to 8, given in e:
1. C -0.03
2. C -0.13
3. C -0.09
4. C -0.50
5. N 0.05
6. N -0.17
7. O -0.05
8. S 0.50